{"formula": "C3H10NO", "method": "ωB97M-V with the def2-TZVPD basis set", "symbols": ["C", "H", "H", "H", "H", "C", "H", "H", "O", "H", "H", "H", "N", "C", "H"], "coordinates": [[-0.342740, -1.477863, -2.273669], [-0.351334, 0.138433, 2.985086], [1.103323, -0.519402, -0.277815], [-0.745333, 0.347931, 0.620892], [-0.580475, 1.862754, 2.510651], [0.012123, 0.976243, 2.443513], [1.047100, 1.056697, 2.826825], [-0.508942, -1.023437, -3.369155], [-0.800333, -0.210467, -1.514720], [2.069517, 0.717225, 1.050917], [0.703784, -1.684951, -2.253629], [-0.898899, -2.456226, -1.843563], [0.108128, 0.672158, 1.047197], [1.257363, 0.335700, 0.462920], [-1.753441, -0.464877, -1.259422]], "forces_ev_per_a": [[-2.798, 1.271, -1.296], [-0.949, -0.730, 0.199], [0.983, 2.085, 0.219], [-0.140, -0.161, -0.699], [-0.302, 0.495, 0.825], [1.810, 1.309, 0.192], [-0.590, 0.662, -0.043], [-0.123, -2.252, 2.112], [-1.221, -2.829, 0.795], [1.019, -0.325, -0.485], [0.899, 0.384, 0.765], [0.973, 2.477, -1.583], [2.791, -2.196, -1.632], [-4.411, -0.952, 1.458], [2.058, 0.762, -0.829]], "total_charge": 1, "spin_multiplicity": 1}

***

{"formula": "C3H10NO", "method": "ωB97M-V with the def2-TZVPD basis set", "symbols": ["H", "C", "H", "H", "O", "N", "C", "H", "H", "H", "C", "H", "H", "H", "H"], "coordinates": [[0.739380, 0.691264, -0.613773], [-0.048044, 1.057251, 0.036510], [1.089218, 1.976342, 1.698721], [0.457086, -3.390542, -1.844437], [-0.594373, 0.034442, 0.941154], [0.002236, -2.152895, -0.290091], [0.415801, 2.264783, 0.897943], [-0.576231, 2.672664, 1.137806], [-0.759346, 0.366777, 1.846826], [0.702028, 3.104221, 0.199328], [-0.045168, -2.472666, -1.528304], [-0.710213, -1.373508, -0.009521], [0.918783, -2.263557, 0.182679], [-1.007712, 1.333108, -0.384656], [-0.583446, -1.847679, -2.270183]], "forces_ev_per_a": [[-0.231, -0.526, -0.084], [-1.024, 1.113, 2.303], [0.016, 0.451, -0.018], [0.540, 0.635, -0.284], [0.759, -0.546, 0.408], [-0.764, 1.969, -1.321], [-1.713, 0.471, -2.541], [0.479, -0.043, 1.367], [0.199, -0.001, -0.841], [0.735, -1.041, 0.845], [0.045, -0.591, -0.393], [2.070, -0.727, 0.720], [-1.316, -0.771, 0.608], [0.624, 0.490, -1.503], [-0.418, -0.885, 0.733]], "total_charge": 1, "spin_multiplicity": 1}

***

{"formula": "C3H10NO", "method": "ωB97M-V with the def2-TZVPD basis set", "symbols": ["H", "H", "H", "C", "N", "H", "H", "C", "H", "C", "H", "H", "O", "H", "H"], "coordinates": [[1.702411, 0.668463, -1.880474], [0.776253, 0.065265, 0.913370], [-1.753230, -1.551918, -1.466400], [-0.712753, 0.104719, -0.656463], [0.627289, 0.188846, -0.168075], [0.518847, 1.061087, 3.595370], [-0.961487, 0.804541, -1.464413], [-0.754799, -1.314504, -1.374641], [-0.166250, -1.282094, -2.377892], [1.671316, 0.599068, -0.856262], [2.542489, 0.837523, -0.389534], [-1.544492, 0.379719, 0.085870], [-0.349893, 0.920539, 3.244058], [-1.187676, 0.762571, 3.588594], [-0.408023, -2.243828, -0.793102]], "forces_ev_per_a": [[-0.783, 0.383, -2.386], [-0.553, 0.406, -2.447], [-2.281, -0.376, -1.123], [-1.958, -1.773, -1.396], [3.286, 2.562, 1.880], [-0.593, -0.051, 1.659], [0.901, 0.185, 0.190], [2.127, -0.423, 0.415], [-1.268, 0.004, 1.763], [-3.865, -1.742, 2.356], [2.379, 0.153, 1.721], [1.762, -1.103, -0.401], [1.898, 0.236, -4.077], [-1.161, -0.254, 2.232], [0.111, 1.793, -0.386]], "total_charge": 1, "spin_multiplicity": 1}

***

{"formula": "C3H10NO", "method": "ωB97M-V with the def2-TZVPD basis set", "symbols": ["C", "H", "H", "C", "H", "H", "O", "H", "H", "N", "H", "H", "H", "H", "C"], "coordinates": [[0.748987, 0.950311, 1.881258], [1.072454, -1.691690, 2.078622], [0.962298, -1.934330, 0.128444], [-1.293083, -0.236908, -1.914572], [0.958160, 0.458972, 2.817744], [1.593958, 1.548948, 1.504017], [-0.249498, 0.724801, -1.832105], [-0.380108, 1.544726, -2.341427], [-0.146313, 1.555099, 1.738427], [0.498492, -0.161861, 0.926122], [-1.987463, -0.364219, -1.048802], [0.200162, 0.259977, 0.036632], [-2.013125, -0.069096, -2.839129], [-0.803775, -1.187932, -2.200363], [0.838853, -1.396803, 1.065131]], "forces_ev_per_a": [[-0.625, -0.752, -1.013], [0.349, -0.531, -0.153], [-0.504, -0.681, 0.491], [-1.817, -0.617, -3.012], [-0.197, 0.657, 0.652], [-0.146, -0.504, 0.158], [0.053, 0.418, 0.829], [-0.351, -0.689, 0.304], [0.058, 0.197, 1.075], [1.156, 0.106, -0.147], [0.931, 0.450, -0.249], [0.261, -0.692, -0.719], [1.443, 0.021, 1.853], [-0.311, 0.253, 0.574], [-0.301, 2.365, -0.643]], "total_charge": 1, "spin_multiplicity": 1}

***

no.,energy (eV),E_HOMO (Eh)
1,-6801.2281,-0.540
2,-6801.8422,-0.545
3,-6801.8724,-0.559
4,-6802.4851,-0.546